[1]
This record from OMol25 describes a molecular structure, C14H6Cl6CrO8. The level of theory is wB97M-V/def2-TZVPD.

Charge   -3
Spin multiplicity   6
LUMO energy (spin up / spin down)   5.5 / 5.4 eV
E_HOMO (spin up / spin down)   2.97 / 0.74 eV

CARTESIAN COORDINATES (ANGSTROEM)
Cr1 18.88699 19.97523 -0.90271
C1 16.29879 17.14412 0.01616
C2 15.58631 16.33320 -1.02318
C3 15.30063 16.94507 -2.47123
O1 15.08006 16.15877 -3.40775
C4 15.63004 18.34442 -2.59387
C5 16.20649 19.06885 -1.60068
C6 16.55104 18.50288 -0.27753
O2 17.32742 19.10614 0.59987
O3 16.75556 20.21109 -1.95945
O4 15.53329 15.12737 -0.89685
H1 16.50922 16.75427 1.00111
H2 15.44174 18.87731 -3.51417
C7 18.90698 17.00089 -3.43435
C8 19.44020 17.95631 -2.46440
C9 19.73001 17.42351 -0.98138
O5 20.00227 18.31251 -0.21465
C10 19.44972 16.04901 -0.69483
C11 18.90503 15.24426 -1.62068
C12 18.61450 15.70408 -3.07351
O6 17.93549 15.08201 -4.02680
O7 18.57634 14.01120 -1.28916
O8 19.56200 19.20662 -2.66648
H3 18.66175 17.34955 -4.42667
H4 19.51165 15.58896 0.28032
C13 19.31415 23.77805 1.78520
Cl1 20.01251 23.69938 3.36807
Cl2 19.36521 22.25437 0.93518
Cl3 19.66984 25.31547 0.83231
H5 18.26481 23.91000 2.04897
C14 20.13011 22.26488 -3.84169
Cl4 21.81032 22.89074 -3.99397
Cl5 19.00527 23.26642 -4.77801
Cl6 19.65992 22.11305 -2.12327
H6 20.13217 21.24527 -4.22705

Here are the Löwdin charges for atoms 1 to 8, given in e:
1 Cr 0.676
2 C 0.020
3 C -0.334
4 C -0.336
5 O 0.002
6 C -0.020
7 C -0.389
8 C -0.375



[2]
This record from OMol25 describes a molecular structure, C14H6Co2N4O6. The level of theory is wB97M-V/def2-TZVPD.

Energy above the lowest of the compared OMol25 structures with the same formula, charge and spin   0.0 kcal/mol
Charge   -2
Spin multiplicity   1
LUMO energy   4.7 eV
E_HOMO   -1.33 eV

CARTESIAN COORDINATES (ANGSTROEM)
C1 -3.29569 -5.08614 -0.73406
N1 -4.41496 -4.34698 -0.73820
C2 -4.42554 -3.00906 -0.74046
N2 -3.29705 -2.23215 -0.72993
C3 -2.12190 -2.81969 -0.72461
C4 -2.06984 -4.39298 -0.73936
N3 -0.76048 -4.70876 -0.74278
C5 -0.05407 -3.52737 -0.72821
N4 -0.82090 -2.39095 -0.70722
H1 -3.29002 -6.19431 -0.72712
H2 -5.40071 -2.48868 -0.74865
H3 1.03800 -3.50772 -0.73462
O1 0.44830 3.04217 -3.42233
C6 1.07687 3.01452 -2.44150
Co1 1.93932 2.95413 -0.87592
C7 3.35107 1.83391 -1.07153
O2 4.24139 1.09397 -1.14332
C8 2.62597 4.52984 -0.51648
O3 3.03394 5.56975 -0.22549
C9 0.66402 2.88188 0.63589
C10 0.62707 1.52908 0.16512
C11 -0.22642 0.74501 -0.50368
Co2 1.52855 2.00207 2.04740
C12 2.73992 0.65949 2.07739
O4 3.51361 -0.19765 2.04904
C13 0.22378 1.59809 3.21045
O5 -0.66751 1.34621 3.92348
C14 2.41387 3.41002 2.63703
O6 2.98889 4.36075 2.95789
H4 -0.32731 3.34194 0.69926
H5 -0.36920 -0.31201 -0.26803
H6 -0.91299 1.30162 -1.13945

Here are the Löwdin charges for atoms 1 to 8, given in e:
1 C -0.150
2 N -0.022
3 C -0.271
4 N 0.070
5 C -0.329
6 C -0.262
7 N -0.002
8 C -0.232



[3]
This record from OMol25 describes a molecular structure, C14H71NNbO29. The level of theory is wB97M-V/def2-TZVPD.

Charge   -1
Spin multiplicity   1
LUMO energy   1.6 eV
E_HOMO   -5.38 eV

CARTESIAN COORDINATES (ANGSTROEM)
C1 3.56652 2.60371 -1.52882
C2 3.94084 1.56350 -0.48640
O1 5.37649 1.41972 -0.36777
C3 3.32839 0.20520 -0.80531
O2 2.12897 0.31213 -1.58302
Nb1 0.38600 0.85988 -0.74999
C4 -0.81347 0.24700 -2.56487
C5 -2.03615 1.06396 -3.09220
C6 -1.95833 2.54704 -2.85998
O3 -1.48786 3.26512 -3.73620
N1 -2.37432 3.15770 -1.63854
C7 -3.57878 2.69147 -1.00022
C8 -4.58969 3.62678 -0.77859
C9 -5.76450 3.24540 -0.13584
C10 -5.98111 1.94561 0.30818
C11 -4.98098 0.99899 0.08700
C12 -3.80217 1.39119 -0.54216
C13 -0.06273 -1.21213 0.18209
C14 -1.00091 -1.03749 1.29297
O4 -2.07316 -1.60264 1.36286
O5 -0.63477 -0.16561 2.27687
H1 2.92197 2.20647 -2.29884
H2 3.03502 3.41483 -1.04693
H3 4.44349 3.04932 -1.97225
H4 3.60419 1.89389 0.49076
H5 5.59679 1.66917 0.52757
H6 4.05207 -0.35489 -1.39146
H7 3.15991 -0.38487 0.08806
H8 1.24919 1.24905 0.82668
H9 0.62733 2.57900 -1.38682
H10 -1.06151 1.57486 0.10265
H11 -1.19844 -0.75226 -2.40634
H12 -0.07124 0.16357 -3.35176
H13 -2.94071 0.61110 -2.73088
H14 -2.06102 0.93336 -4.17006
H15 -1.60988 3.31433 -0.99527
H16 -4.47884 4.65483 -1.07110
H17 -6.53612 3.97562 0.05914
H18 -6.87946 1.65415 0.82120
H19 -5.07704 -0.03012 0.39172
H20 -3.03046 0.65717 -0.67975
H21 -0.58040 -1.85666 -0.51669
H22 0.83975 -1.66690 0.58652
H23 -1.10011 0.66665 2.12861
O6 5.04366 -2.34101 -0.08078
H24 4.91471 -3.22522 -0.43663
H25 5.98938 -2.29927 0.10930
O7 6.62685 -4.90450 -0.54250
H26 6.48068 -5.79025 -0.90184
H27 7.57010 -4.86884 -0.34966
O8 -2.73305 -4.46748 0.84452
H28 -2.06375 -4.89834 1.38563
H29 -2.73851 -3.55721 1.17574
O9 -1.03062 -2.80591 4.14415
H30 -1.35753 -2.20440 3.46039
H31 -1.79749 -3.33902 4.38130
O10 -3.82940 -7.32130 1.80706
H32 -4.65174 -7.49617 1.33746
H33 -3.35128 -6.72245 1.22234
O11 3.96311 5.21848 -2.97496
H34 4.40456 5.24048 -3.82805
H35 3.03250 5.43079 -3.15117
O12 7.42659 -1.26778 1.20535
H36 7.26219 -0.35743 0.93770
H37 7.58268 -1.22936 2.15762
O13 7.17562 -2.44017 3.74780
H38 7.00831 -2.69720 4.65839
H39 7.55800 -3.22973 3.34812
O14 1.26636 4.40796 -3.42114
H40 0.60502 3.77518 -3.09979
H41 1.07505 4.49261 -4.36108
O15 9.27763 -2.35920 5.69202
H42 10.17845 -2.02364 5.69256
H43 8.74040 -1.60197 5.43951
O16 -3.54414 -2.87620 5.75680
H44 -3.66466 -1.93886 5.57388
H45 -3.53558 -2.93352 6.71629
O17 -8.62688 0.64575 0.04590
H46 -9.39218 0.05907 -0.00018
H47 -8.57745 1.05435 -0.82414
O18 1.25185 0.44679 -5.20478
H48 0.93993 1.35868 -5.20685
H49 2.19976 0.52216 -5.05617
O19 -3.34685 -1.79472 -3.06087
H50 -3.65088 -2.05310 -2.18367
H51 -2.84818 -2.55540 -3.37360
O20 7.17544 -5.38738 3.13123
H52 6.58038 -4.85423 2.58767
H53 6.61344 -6.09553 3.45829
O21 4.76018 -6.70822 -1.80636
H54 4.32510 -6.16599 -2.47259
H55 4.04345 -7.19013 -1.38360
O22 -0.74662 6.56559 -2.08634
H56 -0.20660 5.81120 -2.34895
H57 -1.65722 6.25213 -2.10562
O23 -3.86635 6.52225 0.38750
H58 -3.16950 6.16567 0.94811
H59 -3.99751 7.41992 0.70692
O24 1.89552 -1.90863 4.69786
H60 2.40195 -2.59391 4.25456
H61 1.00037 -2.01484 4.34797
O25 -9.78413 -1.91055 1.34100
H62 -9.92480 -2.85161 1.47892
H63 -8.89492 -1.74589 1.67231
O26 -6.24974 -5.41180 1.81400
H64 -6.50048 -4.48469 1.79291
H65 -5.29127 -5.39593 1.93915
O27 -1.41970 9.60730 -1.80209
H66 -1.46400 8.64544 -1.86356
H67 -0.47710 9.78688 -1.75690
O28 -7.83955 5.50500 1.05304
H68 -8.04529 6.41850 0.83386
H69 -7.83683 5.48188 2.01463
O29 7.08348 -3.12798 -3.21351
H70 6.93441 -3.32474 -2.28040
H71 7.47574 -3.93248 -3.56311

Here are the Löwdin charges for atoms 1 to 8, given in e:
1 C -0.075
2 C -0.407
3 O -0.051
4 C -0.280
5 O -0.438
6 Nb 1.527
7 C -0.304
8 C -0.209



[4]
This record from OMol25 describes 8 unconnected molecules or ions with the total composition C14H8Cl28NO. The level of theory is wB97M-V/def2-TZVPD.

Charge   +1
Spin multiplicity   1
LUMO energy   -4.5 eV
E_HOMO   -12.42 eV

CARTESIAN COORDINATES (ANGSTROEM)
O1 -4.89268 0.87161 -2.04063
C1 -4.18521 1.48034 -1.30219
C2 -2.67105 1.47348 -1.51421
C3 -1.81809 1.20562 -0.29189
C4 -0.74534 0.31428 -0.39414
C5 0.07426 0.10693 0.70886
C6 -0.19864 0.77266 1.88560
N1 -1.24994 1.59646 1.98049
C7 -2.05287 1.82324 0.92382
H1 -4.57708 2.07883 -0.45445
H2 -2.41573 2.49444 -1.82810
H3 -2.37823 0.82898 -2.33576
H4 -0.54205 -0.18055 -1.33191
H5 0.90071 -0.58029 0.63929
H6 0.43328 0.64563 2.75153
H7 -1.43908 2.05532 2.86204
H8 -2.87961 2.49991 1.05893
C8 -4.36771 -2.54302 0.30259
Cl1 -5.21023 -2.79047 1.82777
Cl2 -3.37196 -3.95036 -0.05570
Cl3 -5.53024 -2.28864 -0.98878
Cl4 -3.30824 -1.10394 0.43672
C9 -4.93309 -6.55704 3.30220
Cl5 -6.53883 -5.83848 3.13847
Cl6 -4.55112 -7.48380 1.84631
Cl7 -3.72485 -5.27873 3.51313
Cl8 -4.90795 -7.62427 4.70454
C10 -5.51399 5.63228 -0.22548
Cl9 -7.12453 4.93530 -0.11398
Cl10 -5.25528 6.77240 1.09118
Cl11 -4.30834 4.31157 -0.10137
Cl12 -5.30836 6.43879 -1.77347
C11 3.49689 2.63473 -0.58646
Cl13 3.18358 3.37712 -2.15213
Cl14 1.97438 1.94539 0.05251
Cl15 4.67530 1.34154 -0.76455
Cl16 4.09316 3.85723 0.54162
C12 8.73060 3.21616 -0.60027
Cl17 7.00210 3.38225 -0.24162
Cl18 8.92825 2.36313 -2.13541
Cl19 9.46503 4.81719 -0.71612
Cl20 9.51261 2.29853 0.68670
C13 12.78156 0.09138 1.07054
Cl21 14.35184 -0.34973 1.74242
Cl22 12.18916 -1.21581 0.04089
Cl23 11.63447 0.35486 2.39760
Cl24 12.94777 1.56625 0.11522
C14 -4.07549 -6.36205 -3.53670
Cl25 -4.30222 -6.75404 -1.82702
Cl26 -2.46679 -6.87931 -4.04941
Cl27 -5.29879 -7.18989 -4.49792
Cl28 -4.23134 -4.61340 -3.76125

Here are the Löwdin charges for atoms 1 to 8, given in e:
1 O 0.072
2 C -0.334
3 C -0.101
4 C -0.267
5 C -0.042
6 C -0.140
7 C -0.067
8 N 0.132



[5]
This record from OMol25 describes a molecular structure, C14H8Cl5N2O6Rh. The level of theory is wB97M-V/def2-TZVPD.

Energy above the lowest of the compared OMol25 structures with the same formula, charge and spin   4.7 kcal/mol
Spin multiplicity   1
LUMO energy   -1.0 eV
E_HOMO   -8.77 eV

CARTESIAN COORDINATES (ANGSTROEM)
Rh1 0.44507 0.85331 0.67807
Cl1 -2.07968 -3.21359 5.84090
C1 -1.61170 -2.51970 4.33995
C2 -0.92097 -1.31795 4.31069
Cl2 -0.51787 -0.49039 5.76022
C3 -0.55108 -0.77808 3.08640
Cl3 0.32146 0.74319 3.03467
C4 -0.82264 -1.38883 1.86391
O1 -0.46629 -0.89334 0.70334
C5 -1.52334 -2.60990 1.91946
Cl4 -1.86918 -3.38518 0.42551
C6 -1.91378 -3.15807 3.13021
Cl5 -2.77752 -4.64156 3.15073
C7 1.24577 -1.04207 -2.35637
C8 0.54849 0.26690 -2.34907
N1 0.19965 0.96304 -1.27946
C9 -0.48553 2.08613 -1.69541
C10 -0.52878 2.07458 -3.05252
N2 0.12587 0.92993 -3.43656
C11 -1.10258 2.96728 -4.09582
O2 -1.74953 4.02147 -3.67379
O3 -0.94057 2.67186 -5.25770
C12 -1.05535 3.02900 -0.67362
O4 -1.68575 4.00735 -1.08938
O5 -0.83135 2.70321 0.53056
H1 1.14494 -1.49460 -1.37210
H2 2.30095 -0.92582 -2.60864
H3 0.78985 -1.71254 -3.08380
H4 0.22489 0.66679 -4.40669
H5 -1.75600 4.08146 -2.65778
C13 3.07078 -0.85177 0.85796
C14 2.31303 0.42550 0.69897
O6 2.72145 1.43610 0.18500
H6 4.11549 -0.66668 1.10200
H7 3.01345 -1.32828 -0.12060
H8 2.60833 -1.50876 1.59076

Here are the Löwdin charges for atoms 1 to 8, given in e:
1 Rh 0.988
2 Cl 0.689
3 C -0.714
4 C -0.704
5 Cl 0.713
6 C -0.524
7 Cl 0.821
8 C -0.446